{
  "formula": "C29H34AuN6S",
  "method": "the ωB97M-V functional and the def2-TZVPD basis",
  "multiplicity": 1,
  "homo_lumo_gap_ev": 6.20,
  "charge": 1,
  "total_energy_ha": -1987.6034,
  "e_above_lowest_kcal_mol": 7.6,
  "symbols": ["Au", "C", "C", "C", "N", "C", "C", "C", "C", "C", "C", "C", "N", "C", "C", "C", "N", "C", "C", "C", "C", "C", "C", "C", "N", "C", "C", "H", "H", "H", "H", "H", "H", "H", "H", "H", "H", "H", "H", "H", "H", "H", "H", "H", "H", "H", "H", "H", "H", "H", "H", "H", "H", "N", "C", "S", "N", "C", "C", "C", "C", "C", "C", "H", "H", "H", "H", "H", "H", "H", "H"],
  "coordinates": [[1.14217, -0.79240, 0.12998], [2.49597, 2.95537, -0.23348], [1.48329, 2.60155, 0.85634], [0.05926, 2.35986, 0.33759], [-0.30930, 0.94987, 0.28833], [-1.56411, 0.57244, 0.38478], [-2.63922, 1.50879, 0.41371], [-3.97920, 1.36571, 0.67679], [-4.73100, 0.22418, 0.95897], [-4.24855, -1.06073, 0.98153], [-2.96127, -1.54142, 0.74274], [-1.76494, -0.89303, 0.42554], [-0.67667, -1.60726, 0.12954], [-0.58735, -3.05411, 0.05872], [-0.15873, -3.71387, 1.38174], [0.64849, -2.81232, 2.31732], [1.71456, -2.09284, 1.64584], [2.72456, -1.53948, 2.33386], [2.83940, -1.62350, 3.72144], [3.93264, -1.37050, 4.54885], [5.23337, -1.07519, 4.20871], [5.71540, -0.83898, 2.91995], [5.02003, -0.66327, 1.74765], [3.62573, -0.72974, 1.50662], [3.05883, -0.15301, 0.46291], [3.81912, 0.75518, -0.39257], [2.94772, 1.78279, -1.10282], [3.37244, 3.41973, 0.22672], [2.05560, 3.71623, -0.88490], [1.45700, 3.41486, 1.58263], [1.80809, 1.71745, 1.40584], [-0.04662, 2.79441, -0.66545], [-0.63029, 2.89809, 0.99079], [-2.34627, 2.52454, 0.19578], [-4.53722, 2.29583, 0.65874], [-5.78388, 0.36411, 1.16456], [-4.97581, -1.83139, 1.21372], [-2.87015, -2.61535, 0.83812], [0.15194, -3.27412, -0.71170], [-1.52617, -3.48546, -0.29385], [0.42695, -4.60043, 1.13387], [-1.02877, -4.05267, 1.94814], [1.08670, -3.45044, 3.08936], [-0.02232, -2.10470, 2.82413], [1.93755, -1.94413, 4.22658], [3.73781, -1.48477, 5.60888], [5.95423, -1.03542, 5.01433], [6.78986, -0.72207, 2.83484], [5.61568, -0.42483, 0.87604], [4.37515, 0.17290, -1.13465], [4.54845, 1.28206, 0.22879], [2.07903, 1.26280, -1.51171], [3.52230, 2.16996, -1.94733], [0.05064, 1.34809, -3.19679], [-0.26056, 0.08452, -2.91448], [0.95998, -1.05503, -2.53451], [-1.53076, -0.32741, -2.93562], [-2.74043, 0.34155, -3.26416], [-2.83468, 1.36152, -4.20457], [-4.06649, 1.95213, -4.45469], [-5.20646, 1.51659, -3.79965], [-5.11484, 0.46255, -2.90083], [-3.89002, -0.11946, -2.63087], [1.02581, 1.59064, -3.23979], [-0.64277, 2.05199, -3.38260], [-1.63736, -1.26742, -2.57767], [-1.99215, 1.65395, -4.81513], [-4.13003, 2.74305, -5.18925], [-6.16092, 1.98206, -4.00052], [-6.00106, 0.08982, -2.40576], [-3.81940, -0.93045, -1.91595]]
}

{
  "formula": "C20H18N2OS",
  "method": "the ωB97M-V functional and the def2-TZVPD basis",
  "multiplicity": 1,
  "homo_lumo_gap_ev": 8.80,
  "smiles": "Cc1ccc([C@H]2CC(=O)NC(SCc3ccccc3)=C2C#N)cc1",
  "total_energy_ha": -1355.8894,
  "e_above_lowest_kcal_mol": 10.6,
  "symbols": ["C", "C", "C", "C", "C", "C", "C", "C", "O", "N", "C", "S", "C", "C", "C", "C", "C", "C", "C", "C", "C", "N", "C", "C", "H", "H", "H", "H", "H", "H", "H", "H", "H", "H", "H", "H", "H", "H", "H", "H", "H", "H"],
  "coordinates": [[2.21807, 4.65202, 0.20972], [2.12076, 3.28589, -0.39657], [2.89881, 2.23651, 0.07067], [2.82493, 0.97793, -0.50190], [1.96941, 0.74003, -1.56801], [1.80010, -0.62296, -2.20743], [2.93033, -1.61220, -1.93470], [2.94558, -2.12957, -0.51489], [3.93843, -2.46845, 0.08292], [1.70638, -2.23365, 0.06619], [0.50842, -1.91337, -0.53923], [-0.88174, -2.54505, 0.34071], [-2.19194, -1.27592, 0.05986], [-3.07226, -1.24136, 1.26567], [-2.73224, -0.45507, 2.36017], [-3.53728, -0.43629, 3.48437], [-4.68652, -1.20762, 3.52826], [-5.02786, -1.99802, 2.44389], [-4.22352, -2.01742, 1.31878], [0.49113, -1.20359, -1.68962], [-0.65425, -0.93588, -2.44193], [-1.55456, -0.71657, -3.12372], [1.18612, 1.79047, -2.03796], [1.26075, 3.04262, -1.46173], [2.61691, 4.60260, 1.21999], [1.24307, 5.13397, 0.23606], [2.88355, 5.27625, -0.38745], [3.57579, 2.40050, 0.89681], [3.45037, 0.19187, -0.10836], [1.71024, -0.48123, -3.29033], [3.90155, -1.17070, -2.16107], [2.80471, -2.48807, -2.58043], [1.66818, -2.65391, 0.98668], [-1.67411, -0.33005, -0.09201], [-2.74142, -1.55274, -0.83820], [-1.83434, 0.14585, 2.32739], [-3.26674, 0.18099, 4.32812], [-5.31437, -1.19328, 4.40656], [-5.92233, -2.60209, 2.47437], [-4.48866, -2.63554, 0.47340], [0.50672, 1.61976, -2.86151], [0.64385, 3.84330, -1.84352]]
}

{
  "formula": "C8H7F3S",
  "method": "the ωB97M-V functional and the def2-TZVPD basis",
  "multiplicity": 1,
  "homo_lumo_gap_ev": 10.00,
  "smiles": "FC(F)(F)[C@H](S)c1ccccc1",
  "total_energy_ha": -1006.8186,
  "e_above_lowest_kcal_mol": 0.0,
  "symbols": ["F", "C", "F", "F", "C", "S", "C", "C", "C", "C", "C", "C", "H", "H", "H", "H", "H", "H", "H"],
  "coordinates": [[3.38629, -0.46236, -0.71134], [2.19243, -0.42430, -0.09897], [1.68385, -1.63599, -0.21299], [2.50632, -0.32444, 1.20271], [1.28168, 0.65355, -0.68075], [1.82541, 2.26928, -0.11635], [-0.13104, 0.31246, -0.30210], [-0.96206, -0.34467, -1.18913], [-2.16717, -0.89275, -0.77681], [-2.61692, -0.59541, 0.52803], [-1.79571, 0.09000, 1.41629], [-0.50931, 0.54224, 1.04095], [1.23720, 0.35826, -1.82226], [3.01291, 1.94917, 0.47998], [-0.44488, -0.49938, -2.17512], [-2.71985, -1.46853, -1.50298], [-3.51910, -1.00025, 0.81417], [-2.26253, 0.40668, 2.30128], [0.00247, 1.06642, 1.80541]]
}

{
  "formula": "C25H38CrF7N2O2PS2SbSi",
  "method": "the ωB97M-V functional and the def2-TZVPD basis",
  "multiplicity": 6,
  "homo_lumo_gap_ev": [6.01, 5.18],
  "total_energy_ha": -4646.6735,
  "e_above_lowest_kcal_mol": 0.0,
  "symbols": ["Cr", "C", "Si", "C", "C", "N", "C", "C", "C", "C", "C", "C", "F", "H", "H", "H", "H", "H", "H", "H", "H", "H", "H", "H", "H", "H", "C", "C", "C", "Sb", "C", "C", "C", "C", "C", "C", "H", "H", "H", "H", "H", "H", "H", "H", "H", "H", "H", "H", "H", "H", "H", "H", "H", "H", "H", "H", "H", "F", "P", "F", "F", "F", "F", "F", "O", "S", "O", "N", "C", "S", "C", "C", "C", "C", "C", "C", "H", "H", "H", "H"],
  "coordinates": [[-0.66593, -0.18996, 1.87384], [-0.08239, 1.79672, 5.58722], [-0.44964, 0.07591, 4.93321], [-2.25228, 0.06789, 4.39541], [-0.21317, -1.19610, 6.28304], [0.45460, -0.30712, 3.50114], [1.80650, -0.57786, 3.49948], [2.69207, -0.27352, 4.54867], [4.04450, -0.57119, 4.47507], [4.58337, -1.18413, 3.35472], [3.74269, -1.50459, 2.29724], [2.40693, -1.19945, 2.39803], [1.58228, -1.52787, 1.35753], [-0.73405, 2.04058, 6.43010], [-0.26794, 2.53221, 4.79962], [0.94907, 1.92333, 5.91818], [-2.87145, 0.37089, 5.24391], [-2.59537, -0.92012, 4.08539], [-2.48651, 0.78317, 3.59583], [-0.85519, -0.97173, 7.13856], [0.81647, -1.23898, 6.64100], [-0.47594, -2.18874, 5.91142], [2.30802, 0.21141, 5.43566], [4.68331, -0.31572, 5.31112], [5.63832, -1.41550, 3.30204], [4.10246, -1.99723, 1.40278], [0.64225, 0.69115, -5.13421], [0.71978, 1.14703, -3.68052], [2.04351, 1.83625, -3.36102], [0.30634, -0.42077, -2.23554], [-1.30035, -1.63203, -3.05830], [-2.48734, -0.72766, -3.35877], [-0.85830, -2.48367, -4.24258], [2.07096, -1.66446, -2.11152], [1.71234, -3.00586, -1.47441], [2.75107, -1.85735, -3.46578], [0.85354, 1.54248, -5.78809], [-0.34656, 0.31810, -5.39514], [1.37310, -0.08520, -5.36461], [-0.08971, 1.86005, -3.49586], [2.89835, 1.17930, -3.52877], [2.08608, 2.17647, -2.32606], [2.17385, 2.70633, -4.01048], [-1.54454, -2.28261, -2.22246], [-2.25850, 0.01508, -4.12744], [-2.84121, -0.21347, -2.46377], [-3.31658, -1.33567, -3.72962], [-0.52938, -1.89039, -5.09519], [-1.71311, -3.08185, -4.57249], [-0.06285, -3.17993, -3.97782], [2.72781, -1.10641, -1.44033], [0.99497, -3.56197, -2.08063], [1.29395, -2.90147, -0.47662], [2.61819, -3.61419, -1.40382], [2.09954, -2.37270, -4.17307], [3.63524, -2.48538, -3.32526], [3.08115, -0.92514, -3.92195], [-2.24606, -1.65852, 1.82837], [-1.98266, -2.86221, 0.66647], [-3.00053, -2.09142, -0.29587], [-1.62965, -3.91504, -0.47880], [-3.14385, -3.72986, 1.28721], [-0.77878, -1.83479, 0.09367], [-0.89518, -3.49249, 1.65027], [-3.96493, 0.99881, -0.52067], [-3.20088, 1.86886, 0.31523], [-3.73597, 2.31348, 1.56389], [-1.67941, 1.20385, 0.58302], [-0.73563, 1.91809, 0.03247], [0.88969, 1.41060, 0.17267], [-1.20353, 3.11121, -0.69819], [-0.45733, 4.04707, -1.39471], [-1.13243, 5.08411, -2.02157], [-2.52115, 5.18212, -1.94957], [-3.27031, 4.24412, -1.24552], [-2.57895, 3.22461, -0.63088], [0.62141, 3.96416, -1.43336], [-0.57559, 5.83142, -2.57070], [-3.02487, 6.00052, -2.44583], [-4.34773, 4.31493, -1.18567]]
}

{
  "formula": "C6H18NO4Pd",
  "method": "the ωB97M-V functional and the def2-TZVPD basis",
  "multiplicity": 4,
  "homo_lumo_gap_ev": [10.83, 6.87],
  "charge": 2,
  "total_energy_ha": -722.2031,
  "symbols": ["Pd", "O", "H", "C", "C", "C", "O", "C", "N", "H", "H", "H", "H", "H", "H", "H", "H", "H", "H", "H", "C", "C", "O", "O", "H", "H", "H", "H", "H", "H"],
  "coordinates": [[0.28736, 0.81585, -1.17476], [0.76435, 2.76906, -1.84505], [1.48379, 2.78216, -1.18418], [0.43229, -2.53470, 1.92523], [0.45058, -1.12529, 1.22180], [1.79857, -0.30543, 1.32765], [1.54159, 0.95814, 0.69988], [2.69677, 1.77158, 0.60611], [0.19993, -1.41032, -0.16928], [0.82234, -2.50762, 2.94270], [1.05677, -3.27017, 1.41808], [-0.61072, -2.85112, 1.93501], [-0.34512, -0.53305, 1.67369], [2.56318, -0.91422, 0.84509], [2.11055, -0.19701, 2.36640], [3.20298, 1.89121, 1.56400], [2.34770, 2.76579, 0.32720], [3.39264, 1.36160, -0.12586], [0.89213, -2.05318, -0.52662], [-0.54960, -2.08372, -0.09968], [-2.56770, 0.04042, -2.07990], [-2.85180, 0.80495, -0.76424], [-1.68630, 0.86564, 0.04598], [-1.25567, 0.30715, -2.62428], [-3.36125, 0.48049, -2.68383], [-2.64767, -1.02180, -1.84882], [-3.54816, 0.22060, -0.16280], [-3.27903, 1.78664, -0.96884], [-2.00708, 1.24129, 0.86914], [-1.33343, -0.05507, -3.50992]]
}

{
  "formula": "CH2Cl2S2",
  "method": "the ωB97M-V functional and the def2-TZVPD basis",
  "multiplicity": 1,
  "homo_lumo_gap_ev": [5.88, 5.87],
  "total_energy_ha": -1755.9326,
  "e_above_lowest_kcal_mol": 67.9,
  "symbols": ["C", "S", "S", "Cl", "Cl", "H", "H"],
  "coordinates": [[-0.10836, -0.73012, -0.44196], [0.93502, 1.78124, 0.50639], [-1.49954, -1.09809, 0.52894], [-0.58384, -0.17601, -1.98707], [1.33741, -1.60299, -0.36004], [0.76984, 3.02041, -0.06444], [-0.85054, -1.19443, 1.81818]]
}

Please write out number 2 again, unchanged.
{
  "formula": "C20H18N2OS",
  "method": "the ωB97M-V functional and the def2-TZVPD basis",
  "multiplicity": 1,
  "homo_lumo_gap_ev": 8.80,
  "smiles": "Cc1ccc([C@H]2CC(=O)NC(SCc3ccccc3)=C2C#N)cc1",
  "total_energy_ha": -1355.8894,
  "e_above_lowest_kcal_mol": 10.6,
  "symbols": ["C", "C", "C", "C", "C", "C", "C", "C", "O", "N", "C", "S", "C", "C", "C", "C", "C", "C", "C", "C", "C", "N", "C", "C", "H", "H", "H", "H", "H", "H", "H", "H", "H", "H", "H", "H", "H", "H", "H", "H", "H", "H"],
  "coordinates": [[2.21807, 4.65202, 0.20972], [2.12076, 3.28589, -0.39657], [2.89881, 2.23651, 0.07067], [2.82493, 0.97793, -0.50190], [1.96941, 0.74003, -1.56801], [1.80010, -0.62296, -2.20743], [2.93033, -1.61220, -1.93470], [2.94558, -2.12957, -0.51489], [3.93843, -2.46845, 0.08292], [1.70638, -2.23365, 0.06619], [0.50842, -1.91337, -0.53923], [-0.88174, -2.54505, 0.34071], [-2.19194, -1.27592, 0.05986], [-3.07226, -1.24136, 1.26567], [-2.73224, -0.45507, 2.36017], [-3.53728, -0.43629, 3.48437], [-4.68652, -1.20762, 3.52826], [-5.02786, -1.99802, 2.44389], [-4.22352, -2.01742, 1.31878], [0.49113, -1.20359, -1.68962], [-0.65425, -0.93588, -2.44193], [-1.55456, -0.71657, -3.12372], [1.18612, 1.79047, -2.03796], [1.26075, 3.04262, -1.46173], [2.61691, 4.60260, 1.21999], [1.24307, 5.13397, 0.23606], [2.88355, 5.27625, -0.38745], [3.57579, 2.40050, 0.89681], [3.45037, 0.19187, -0.10836], [1.71024, -0.48123, -3.29033], [3.90155, -1.17070, -2.16107], [2.80471, -2.48807, -2.58043], [1.66818, -2.65391, 0.98668], [-1.67411, -0.33005, -0.09201], [-2.74142, -1.55274, -0.83820], [-1.83434, 0.14585, 2.32739], [-3.26674, 0.18099, 4.32812], [-5.31437, -1.19328, 4.40656], [-5.92233, -2.60209, 2.47437], [-4.48866, -2.63554, 0.47340], [0.50672, 1.61976, -2.86151], [0.64385, 3.84330, -1.84352]]
}